(1)
Here is a cluster of 2 separate species, C2H5NO3 in total in a non-equilibrium geometry from the OMol25 dataset. Energies are from ωB97M-V/def2-TZVPD.

For the frontier orbital gap (spin up / spin down), the calculation gives 0.082 / 0.238 Eh. The value obtained for the LUMO energy (spin up / spin down) is 2.45 / 2.45 eV. Its max |F| is 0.044 Eh/bohr. As for the HOMO energy (spin up / spin down): 0.21 / -4.03 eV. As for the expectation value of S²: 0.769. The total energy is -9786.813 eV. As for the spin multiplicity: 2. The net charge is -1.

Structure (XYZ):
```
11
Properties=species:S:1:pos:R:3:forces:R:3
O -2.48903 -3.18614 1.73912 -0.3 0.3 0.6
C -2.19265 -1.96494 1.84362 1.6 1.0 -1.3
N -0.98908 -1.47991 1.19839 0.4 -1.8 -0.1
C -0.16125 -2.35713 0.51729 -1.3 1.1 -0.1
O 0.51435 -1.99059 -0.47090 0.6 -0.1 0.2
H -2.55001 -1.16187 2.48227 -0.7 -0.3 0.6
H -0.77385 -0.50892 1.00339 -0.5 -0.1 0.1
H -0.36160 -3.38862 0.80089 0.2 -0.2 -0.1
H 3.41163 4.83607 -3.45941 -1.0 0.0 0.2
H 2.99811 5.97556 -2.57575 -0.8 -0.8 -0.4
O 2.59339 5.22649 -3.07891 1.8 0.7 0.3
```
Positions in Å, forces in eV/Å.

These are the Mulliken partial charges, in e, on atoms 1 to 4: O -0.720; C -0.203; N -0.065; C -0.162

(2)
Here is a cluster of 2 separate species, C2H5NO3 in total in a non-equilibrium geometry from the OMol25 dataset. Energies are from ωB97M-V/def2-TZVPD.

For the frontier orbital gap, the calculation gives 0.404 Eh. The value obtained for the LUMO energy is 0.85 eV. Its max |F| is 0.087 Eh/bohr. As for the HOMO energy: -10.13 eV. The total energy is -9787.504 eV. The net charge is 0.

Structure (XYZ):
```
11
Properties=species:S:1:pos:R:3:forces:R:3
N 1.52286 0.11984 -1.17773 -1.0 1.2 -1.4
C 1.70461 -0.17483 0.09462 -1.3 -1.2 -0.5
O 0.80320 -0.57024 0.79671 -0.3 0.4 1.5
H 2.31735 0.17873 -1.79457 -0.3 0.4 0.0
H 0.55834 0.41299 -1.44083 1.1 -0.8 -0.1
H 2.69916 -0.16440 0.40501 2.1 0.0 0.8
O -1.67428 0.10250 -0.73730 -1.3 0.7 3.7
C -2.22258 0.16025 0.39976 2.1 -1.9 -3.4
O -1.71528 -0.43107 1.52230 -1.4 2.0 -1.0
H -3.22776 0.57613 0.42372 -0.2 0.0 0.8
H -0.76563 -0.20989 1.50832 0.5 -0.9 -0.3
```
Positions in Å, forces in eV/Å.

These are the Mulliken partial charges, in e, on atoms 1 to 4: N -0.278; C 0.031; O -0.622; H 0.204

(3)
Here is a cluster of 2 separate species, C2H5NO3S in total in a non-equilibrium geometry from the OMol25 dataset. Energies are from ωB97M-V/def2-TZVPD.

For the frontier orbital gap, the calculation gives 0.355 Eh. The value obtained for the LUMO energy is 0.25 eV. Its max |F| is 0.077 Eh/bohr. As for the HOMO energy: -9.42 eV. The total energy is -20619.549 eV. The net charge is 0.

Structure (XYZ):
```
12
Properties=species:S:1:pos:R:3:forces:R:3
C -0.30415 2.18700 1.61598 1.1 -1.7 3.4
C 0.47029 -1.06183 -1.08145 0.7 -2.0 -1.1
N 0.62604 -2.23302 -0.22064 1.0 1.8 -0.7
O -0.62280 -1.16973 -1.95402 -0.8 1.8 0.7
O -0.48642 1.58837 -1.20524 0.1 -0.3 -0.9
O 0.18056 1.09094 1.44027 -0.1 0.7 0.3
S -0.78473 0.22871 -0.80307 0.6 -2.0 -0.4
H -0.31053 2.62690 2.67057 0.2 -0.2 -1.1
H -0.81445 2.70911 0.88729 -1.0 1.3 -2.0
H 1.38174 -0.95142 -1.74834 -0.7 0.9 1.4
H 0.68092 -2.05429 0.74778 0.3 0.5 1.1
H -0.01647 -2.96072 -0.34914 -1.3 -0.8 -0.7
```
Positions in Å, forces in eV/Å.

These are the Mulliken partial charges, in e, on atoms 1 to 4: C -0.057; C 0.201; N -0.550; O -0.405

(4)
Here is a structure of composition C2H5NO3S2 in a non-equilibrium geometry from the OMol25 dataset. Energies are from ωB97M-V/def2-TZVPD.

For the frontier orbital gap, the calculation gives 0.344 Eh. The value obtained for the LUMO energy is 0.52 eV. Its max |F| is 0.053 Eh/bohr. As for the HOMO energy: -8.84 eV. The total energy is -31454.727 eV. The net charge is 0.

Structure (XYZ):
```
13
Properties=species:S:1:pos:R:3:forces:R:3
C -0.51902 1.85569 0.58551 -0.1 2.5 1.1
C 0.63476 -1.31572 0.80750 0.3 1.4 -0.3
N -0.61764 0.06455 -1.45506 1.1 -1.3 0.1
O 0.56423 1.76569 0.08215 0.2 1.4 1.2
O -1.98013 -1.33053 0.13247 -0.2 -0.7 0.1
O -1.29523 0.84265 0.82393 -0.3 -1.6 0.6
S 1.02277 0.49057 -1.80430 0.3 0.5 -0.1
S -0.81253 -0.55176 -0.07450 -0.9 0.3 0.1
H -1.00031 2.81771 0.97525 0.6 -1.0 -0.6
H 1.36460 -0.46049 0.95163 -0.8 -1.2 0.0
H 0.38414 -1.89076 1.75156 -0.1 0.9 -1.4
H 1.02378 -1.92974 -0.02024 0.0 -0.1 0.6
H 1.23058 -0.35784 -2.75590 -0.1 -1.2 -1.3
```
Positions in Å, forces in eV/Å.

These are the Mulliken partial charges, in e, on atoms 1 to 4: C 0.293; C -0.879; N -0.453; O -0.498

(5)
Here is a cluster of 2 separate species, C2H5NO4 in total in a non-equilibrium geometry from the OMol25 dataset. Energies are from ωB97M-V/def2-TZVPD.

For the frontier orbital gap (spin up / spin down), the calculation gives 0.237 / 0.239 Eh. The value obtained for the LUMO energy (spin up / spin down) is -0.68 / -0.62 eV. Its max |F| is 0.088 Eh/bohr. As for the HOMO energy (spin up / spin down): -7.12 / -7.13 eV. The total energy is -11829.461 eV. The net charge is 0.

Structure (XYZ):
```
12
Properties=species:S:1:pos:R:3:forces:R:3
C 0.26970 -0.89078 0.64036 -0.6 0.9 0.5
C -0.16263 -0.62835 -0.78588 2.2 4.0 0.1
N 1.18724 1.58308 1.04235 -1.6 -0.9 0.6
O 0.30729 2.01081 1.68579 1.1 -0.8 -0.9
O -0.77723 -0.69740 1.50071 -0.4 0.2 -1.6
O -1.11909 0.45147 -0.83852 -1.2 -1.0 0.0
O 0.94126 -0.36676 -1.60726 -0.5 -1.8 -1.0
H 1.09051 -1.66976 0.86754 -1.6 1.5 -0.1
H -0.74424 -1.29313 -1.32665 -0.7 -2.4 -0.5
H -1.54476 -0.27301 0.92829 2.1 -0.8 1.4
H -0.88792 1.34995 -0.62691 1.0 0.3 0.4
H 1.43987 0.42388 -1.47982 0.1 0.9 1.0
```
Positions in Å, forces in eV/Å.

These are the Mulliken partial charges, in e, on atoms 1 to 4: C -0.125; C 0.076; N 0.059; O -0.181

(6)
Here is a cluster of 2 separate species, C2H5NO4 in total in a non-equilibrium geometry from the OMol25 dataset. Energies are from ωB97M-V/def2-TZVPD.

For the frontier orbital gap, the calculation gives 0.388 Eh. The value obtained for the LUMO energy is -0.04 eV. Its max |F| is 0.109 Eh/bohr. As for the HOMO energy: -10.59 eV. The total energy is -11834.402 eV. The net charge is 0.

Structure (XYZ):
```
12
Properties=species:S:1:pos:R:3:forces:R:3
O 2.00963 -0.56945 1.35047 1.1 0.2 -3.5
C 2.24265 -0.39195 0.12902 -3.2 -0.1 2.3
N 1.24439 0.22995 -0.73975 5.2 -1.6 -1.4
C -0.10087 0.47628 -0.52092 -0.3 0.4 -0.5
O -0.90367 0.55358 -1.43838 1.1 0.1 2.1
O -0.22756 0.61476 0.81381 -1.3 -1.6 -0.5
H 3.12147 -0.85682 -0.40213 -0.7 0.9 0.4
H 1.69100 0.29830 -1.67625 -1.5 -0.1 0.6
H 0.31993 -0.16468 1.16426 -0.3 1.6 0.4
O -3.28683 0.36211 0.41896 2.0 -4.5 -0.2
H -2.47846 -0.13759 -0.12423 -3.2 2.2 2.0
H -3.63169 -0.41449 1.02513 1.0 2.4 -1.8
```
Positions in Å, forces in eV/Å.

These are the Mulliken partial charges, in e, on atoms 1 to 4: O -0.560; C 0.201; N -0.182; C 0.604

(7)
Here is a cluster of 2 separate species, C2H5NOP2 in total in a non-equilibrium geometry from the OMol25 dataset. Energies are from ωB97M-V/def2-TZVPD.

For the frontier orbital gap (spin up / spin down), the calculation gives 0.266 / 0.266 Eh. The value obtained for the LUMO energy (spin up / spin down) is -0.31 / -0.31 eV. Its max |F| is 0.074 Eh/bohr. As for the HOMO energy (spin up / spin down): -7.56 / -7.56 eV. The total energy is -24264.933 eV. The net charge is 0.

Structure (XYZ):
```
11
Properties=species:S:1:pos:R:3:forces:R:3
C 0.84249 0.22069 0.48316 -3.3 -0.8 -1.7
C -0.29715 -0.34089 1.27088 -1.0 2.1 -2.2
N -1.40230 -0.45873 -1.32628 0.8 -1.1 -1.2
O 0.37117 -1.20054 0.49583 1.6 -0.9 0.3
P -0.64789 -1.85959 -1.53980 -0.6 0.9 0.7
P -2.48652 -0.01235 -0.18198 1.1 -1.3 0.8
H 0.61376 0.58555 -0.57632 0.1 0.0 1.8
H 1.79266 0.43691 0.85057 1.5 -0.1 0.8
H -0.50192 -0.55132 2.30094 0.1 0.0 0.3
H 0.55994 -1.45620 -2.24049 -0.4 0.2 0.0
H -2.66074 1.23537 -0.78119 0.1 1.0 0.4
```
Positions in Å, forces in eV/Å.

These are the Mulliken partial charges, in e, on atoms 1 to 4: C -0.186; C -0.348; N -0.273; O -0.317

(8)
Here is a cluster of 2 separate species, C2H5NOS in total in a non-equilibrium geometry from the OMol25 dataset. Energies are from ωB97M-V/def2-TZVPD.

For the frontier orbital gap, the calculation gives 0.348 Eh. The value obtained for the LUMO energy is 0.29 eV. Its max |F| is 0.066 Eh/bohr. As for the HOMO energy: -9.18 eV. The total energy is -16525.064 eV. The net charge is 0.

Structure (XYZ):
```
10
Properties=species:S:1:pos:R:3:forces:R:3
C -0.53723 -0.86248 1.46968 -0.9 0.6 -0.7
C -1.90211 0.26764 -0.39738 2.2 -0.3 0.3
N -1.23886 -0.32349 0.69711 2.1 -1.7 2.1
O 2.28485 0.80261 -0.42755 -0.8 -0.7 -0.7
S 3.18203 -0.41348 0.26833 -0.7 -0.6 1.0
H 1.73158 0.36310 -1.11900 0.7 0.6 0.7
H -1.09004 0.21021 -1.18772 -1.6 0.3 0.2
H -1.95986 1.29526 -0.00889 -1.2 -0.1 -1.1
H -2.73425 -0.43218 -0.52090 -0.5 1.2 -0.8
H 2.26389 -0.90719 1.22632 0.8 0.6 -1.0
```
Positions in Å, forces in eV/Å.

These are the Mulliken partial charges, in e, on atoms 1 to 4: C -0.200; C -0.559; N -0.006; O -0.452

(9)
Here is a cluster of 4 separate species, C2H5NOS in total in a non-equilibrium geometry from the OMol25 dataset. Energies are from ωB97M-V/def2-TZVPD.

For the frontier orbital gap, the calculation gives 0.299 Eh. The value obtained for the LUMO energy is 0.44 eV. Its max |F| is 0.094 Eh/bohr. As for the HOMO energy: -7.70 eV. The total energy is -16520.866 eV. The net charge is 0.

Structure (XYZ):
```
10
Properties=species:S:1:pos:R:3:forces:R:3
C -1.75685 -0.65111 0.03581 -3.9 -0.5 1.5
C 0.51052 -0.15979 -0.08418 1.0 -1.2 1.1
H -2.43312 -1.49679 -0.92164 1.8 2.5 3.6
H -1.87952 -0.82752 1.58028 -0.4 0.1 -4.4
H -1.83915 1.16642 -0.02366 1.1 -4.2 -0.3
H 1.83872 -1.81257 0.12036 -1.0 -0.5 -0.1
H 2.65710 -0.32774 0.27949 -3.3 -0.9 -1.0
N 1.70720 -0.83001 0.00777 3.4 3.4 0.6
O -0.44417 -1.03347 -0.07637 -0.7 -1.9 -1.0
S 0.04606 1.39009 -0.01176 2.1 3.0 0.0
```
Positions in Å, forces in eV/Å.

These are the Mulliken partial charges, in e, on atoms 1 to 4: C -0.692; C 0.720; H 0.169; H 0.167

(10)
Here is a cluster of 2 separate species, C2H5NOS in total in a non-equilibrium geometry from the OMol25 dataset. Energies are from ωB97M-V/def2-TZVPD.

For the frontier orbital gap, the calculation gives 0.323 Eh. The value obtained for the LUMO energy is 0.03 eV. Its max |F| is 0.158 Eh/bohr. As for the HOMO energy: -8.76 eV. The total energy is -16524.664 eV. The net charge is 0.

Structure (XYZ):
```
10
Properties=species:S:1:pos:R:3:forces:R:3
C -1.59262 -0.95108 -0.09115 3.5 -0.7 -1.2
C 1.68175 0.68907 -0.21992 0.4 -3.8 -3.4
H -0.55839 -1.31017 -0.61370 -2.9 -0.2 1.0
H -2.48341 -1.20119 -0.71446 0.9 0.7 0.4
H -1.62402 -1.40827 0.91150 -0.2 0.5 -0.4
H 0.67671 1.73487 1.38607 -0.8 -4.4 -2.5
H 2.74407 0.84955 0.24640 -2.3 0.4 -0.1
N 0.47151 0.60987 0.56558 4.6 5.5 3.8
O 1.68965 0.17561 -1.36879 -0.1 2.1 3.3
S -1.00523 0.81176 -0.10153 -3.0 -0.1 -1.0
```
Positions in Å, forces in eV/Å.

These are the Mulliken partial charges, in e, on atoms 1 to 4: C -0.696; C 0.157; H 0.192; H 0.314

Q: Which formula does entry 9 have?
A: C2H5NOS